Entry 1:
A structure of composition C35H53MnN4OP2 at a distorted geometry. Source: OMol25; level of theory: ωB97M-V with the def2-TZVPD basis set.

Last column: Mulliken charge in e.
Geometry (Å):
C: -0.059 -0.085 2.794  -0.655
C: -0.072 1.807 1.426  -0.797
C: -0.067 0.712 3.944  -0.964
C: 0.008 2.650 2.527  -0.413
C: -0.001 2.094 3.806  -1.228
H: -0.027 0.225 4.916  0.636
H: 0.061 3.724 2.358  0.712
H: 0.084 2.746 4.673  0.539
N: -0.188 0.472 1.574  1.530
P: 0.824 -2.230 1.208  -0.019
P: -1.194 1.449 -1.146  0.000
C: 0.173 -1.583 2.836  -1.497
H: 0.873 -1.806 3.651  0.824
H: -0.768 -2.110 3.074  0.609
C: 0.096 -1.747 -1.649  0.253
O: 0.503 -2.395 -2.546  -0.283
C: 0.099 2.252 -0.007  -1.710
H: 0.092 3.343 -0.090  1.441
C: -0.734 2.170 -2.875  2.187
C: -2.825 2.254 -0.638  2.373
C: 2.715 -2.031 1.432  1.635
C: 0.371 -4.082 1.224  2.350
C: 0.064 1.089 -3.629  -1.458
H: -0.495 0.148 -3.693  0.117
H: 0.246 1.444 -4.655  0.651
H: 1.033 0.886 -3.161  0.255
C: -1.978 2.482 -3.721  -1.603
H: -2.615 1.599 -3.853  0.234
H: -2.579 3.305 -3.321  0.263
H: -1.639 2.795 -4.722  0.600
C: 0.136 3.439 -2.793  -1.450
H: 0.316 3.797 -3.819  0.588
H: -0.338 4.268 -2.257  0.202
H: 1.115 3.248 -2.341  0.236
C: -3.918 1.520 -1.443  -1.516
H: -3.589 0.508 -1.725  0.337
H: -4.814 1.399 -0.818  0.426
H: -4.214 2.061 -2.350  0.376
C: -3.087 2.024 0.857  -1.931
H: -2.946 0.977 1.145  0.209
H: -2.446 2.654 1.488  0.376
H: -4.135 2.290 1.069  0.741
C: -2.801 3.778 -0.897  -1.410
H: -1.822 4.157 -1.212  0.198
H: -3.550 4.075 -1.644  0.466
H: -3.053 4.315 0.030  0.357
C: 0.991 -4.786 0.003  -1.641
H: 0.480 -5.753 -0.127  0.478
H: 0.857 -4.208 -0.922  0.117
H: 2.055 -5.009 0.147  0.404
C: -1.153 -4.205 1.109  -1.707
H: -1.669 -3.859 2.014  0.374
H: -1.545 -3.656 0.247  0.184
H: -1.408 -5.266 0.965  0.676
C: 0.799 -4.789 2.521  -1.636
H: 0.144 -5.662 2.664  0.487
H: 1.821 -5.182 2.470  0.444
H: 0.689 -4.151 3.408  0.266
C: 3.087 -0.542 1.579  -1.750
H: 4.038 -0.452 2.133  0.584
H: 3.220 -0.076 0.594  0.270
H: 2.332 0.038 2.123  0.274
C: 3.419 -2.553 0.167  -1.593
H: 3.031 -2.053 -0.733  0.238
H: 4.494 -2.322 0.245  0.526
H: 3.320 -3.637 0.043  0.237
C: 3.227 -2.768 2.680  -1.369
H: 2.719 -2.448 3.600  0.294
H: 3.147 -3.855 2.587  0.350
H: 4.298 -2.537 2.806  0.517
Mn: -0.191 -0.612 -0.353  0.422
N: 1.360 0.342 -0.874  -0.253
C: 1.415 1.577 -0.519  0.698
C: 2.657 2.392 -0.536  -0.049
C: 3.710 1.966 -1.356  0.186
C: 2.777 3.589 0.195  -0.058
C: 4.838 2.775 -1.524  -0.818
H: 3.600 1.016 -1.880  0.507
C: 3.917 4.386 0.042  -0.743
H: 1.973 3.903 0.864  0.409
C: 4.938 3.994 -0.834  -0.658
H: 5.624 2.462 -2.208  0.484
H: 3.990 5.323 0.599  0.498
H: 5.813 4.636 -0.969  0.444
C: -3.006 -2.180 -2.488  -1.235
C: -3.168 -1.963 -1.038  -0.396
N: -2.324 -1.434 -0.145  1.647
C: -3.005 -1.447 1.083  -0.731
C: -4.230 -2.020 0.912  -1.226
N: -4.315 -2.330 -0.433  0.055
H: -3.986 -2.396 -2.930  0.561
H: -2.595 -1.285 -2.967  0.049
H: -2.341 -3.029 -2.685  0.203
H: -2.576 -1.046 1.992  0.410
H: -5.025 -2.209 1.615  0.530
H: -5.098 -2.768 -0.914  0.253

Cartesian forces (eV/Å) of the 6 atoms listed first:
-0.30 -0.13 -0.07
-0.14 -0.13 0.20
0.40 -0.26 -0.24
0.06 -0.11 -0.42
-0.16 0.03 -0.12
0.04 0.20 -0.15

Computed properties:
gap between HOMO and LUMO (spin up / spin down): 7.36 / 2.58 eV
largest force on an atom: 9.319 eV Å⁻¹
⟨S²⟩: 3.93
E_HOMO (spin up / spin down): -0.6260 / -0.5882 hartree
total charge: +3
energy above the lowest of the compared OMol25 structures with the same formula, charge and spin: 0.0 kJ/mol
spin multiplicity: 4



Entry 2:
A structure of composition C35H54Br2N4O2P2Si3Sn at a distorted geometry. Source: OMol25; level of theory: ωB97M-V with the def2-TZVPD basis set.

Last column: Mulliken charge in e.
Geometry (Å):
Sn: -0.006 -0.241 0.041  1.562
C: -2.966 -2.014 -1.623  -1.436
O: -2.230 -1.623 -0.511  -0.510
Si: -2.594 -2.091 1.063  0.631
C: -2.489 -4.002 0.992  -1.276
C: -4.468 -1.786 1.296  -1.554
C: -1.301 -1.094 2.041  0.088
Si: -0.364 -2.243 3.243  0.370
C: 1.015 -1.477 4.328  -0.999
C: -1.516 -3.136 4.494  -1.234
C: 0.567 -3.607 2.268  -0.337
Si: -2.047 0.413 2.963  0.555
C: -3.514 0.013 4.130  -1.168
C: -2.678 1.761 1.769  -0.720
C: -0.781 1.284 4.104  -0.952
H: -4.012 -1.717 -1.526  0.361
H: -2.929 -3.097 -1.753  0.337
H: -2.541 -1.534 -2.503  0.249
H: -3.311 -4.402 0.404  0.435
H: -2.539 -4.461 1.971  0.380
H: -1.566 -4.325 0.527  0.154
H: -5.036 -2.360 0.569  0.402
H: -4.722 -0.740 1.167  0.399
H: -4.800 -2.089 2.280  0.404
H: 0.618 -0.977 5.203  0.400
H: 1.591 -0.747 3.773  0.014
H: 1.702 -2.245 4.673  0.461
H: -1.965 -2.431 5.185  0.295
H: -0.980 -3.871 5.088  0.398
H: -2.330 -3.641 3.986  0.278
H: 0.637 -3.331 1.221  -0.738
H: 0.065 -4.566 2.329  0.574
H: 1.577 -3.748 2.644  0.537
H: -4.404 -0.260 3.578  0.317
H: -3.758 0.874 4.747  0.389
H: -3.279 -0.806 4.800  0.264
H: -3.480 1.402 1.130  0.137
H: -1.866 2.096 1.132  -0.049
H: -3.049 2.624 2.315  0.592
H: -0.791 0.878 5.109  0.429
H: -1.008 2.343 4.179  0.409
H: 0.229 1.195 3.725  -0.133
C: 1.971 -4.554 -1.026  -1.535
P: 1.539 -2.811 -1.476  1.231
C: 0.273 -3.197 -2.762  -1.556
C: 3.001 -2.498 -2.588  -1.038
C: 2.857 -1.206 -3.373  -1.412
P: 2.462 0.221 -2.247  1.488
C: 2.501 1.568 -3.515  -1.656
C: 4.149 0.504 -1.558  -1.704
H: 2.295 -5.120 -1.899  0.510
H: 1.094 -5.030 -0.592  0.328
H: 2.765 -4.562 -0.279  0.392
H: 0.691 -3.820 -3.553  0.486
H: -0.120 -2.275 -3.183  0.281
H: -0.547 -3.721 -2.279  0.297
H: 3.134 -3.346 -3.269  0.622
H: 3.884 -2.444 -1.945  0.352
H: 2.031 -1.290 -4.083  0.384
H: 3.771 -0.994 -3.939  0.602
H: 3.345 1.455 -4.192  0.565
H: 2.584 2.523 -2.999  0.403
H: 1.575 1.554 -4.088  0.390
H: 4.882 0.619 -2.356  0.528
H: 4.430 -0.327 -0.917  0.341
H: 4.129 1.404 -0.949  0.375
Br: 0.612 4.492 1.953  -0.190
C: 1.814 3.082 2.323  0.266
C: 2.787 3.218 3.300  -0.448
C: 3.646 2.173 3.543  0.123
Br: 4.975 2.377 4.901  -0.253
C: 3.554 0.970 2.820  1.120
C: 4.402 -0.141 3.005  -1.341
C: 4.207 -1.268 2.251  -1.178
C: 3.136 -1.307 1.350  -0.269
N: 2.319 -0.299 1.169  1.677
C: 2.515 0.836 1.856  -0.266
C: 1.619 1.919 1.578  -1.012
O: 0.702 1.843 0.694  -0.600
H: 2.859 4.133 3.868  0.474
H: 5.191 -0.088 3.744  0.361
H: 4.845 -2.130 2.368  0.499
H: 2.920 -2.189 0.766  -0.074
N: -0.439 7.554 -7.543  -0.506
C: -0.704 6.771 -6.750  0.081
C: -1.028 5.817 -5.759  0.480
C: -2.363 5.518 -5.480  -1.034
C: -2.676 4.590 -4.509  -0.499
C: -1.666 3.936 -3.798  1.462
C: -0.334 4.265 -4.059  -0.202
C: -0.017 5.192 -5.029  -1.129
N: -1.974 2.943 -2.863  0.476
C: -3.204 2.362 -2.643  -0.543
C: -3.009 1.389 -1.714  -1.465
N: -1.698 1.357 -1.355  0.682
C: -1.105 2.288 -2.045  -0.878
H: -3.150 6.014 -6.029  0.453
H: -3.715 4.388 -4.301  0.340
H: 0.463 3.803 -3.501  0.298
H: 1.016 5.433 -5.230  0.450
H: -4.100 2.655 -3.151  0.391
H: -3.718 0.716 -1.283  0.499
H: -0.067 2.510 -1.929  0.366

Cartesian forces (eV/Å) of the 6 atoms listed first:
-0.06 -0.01 0.35
-0.20 -0.19 -0.29
0.09 0.28 0.34
0.14 -0.05 0.43
0.16 0.71 0.14
0.81 0.11 -0.07

Computed properties:
gap between HOMO and LUMO: 6.49 eV
largest force on an atom: 1.564 eV Å⁻¹
E_HOMO: -0.2494 hartree
total charge: 0
energy above the lowest of the compared OMol25 structures with the same formula, charge and spin: 68.8 kJ/mol
spin multiplicity: 1